10
Properties=species:S:1:pos:R:3:forces:R:3 method="wB97M-V/def2-TZVPD" smiles="O=c1occn1O" e_homo_ha=-0.3243 lumo_energy_ev=0.775 homo_lumo_gap_ev=9.60
O 0.2405 -1.1043 1.5942 -0.484 0.175 -0.512
O 1.2857 -1.1567 -1.0564 -0.312 0.383 0.735
O -0.9829 0.7252 0.8636 0.155 -0.566 0.093
N 0.4680 -0.1651 -0.5140 -0.601 -0.484 0.815
C -1.0153 1.4024 -0.3343 -0.423 0.589 0.031
C -0.1613 0.8667 -1.1905 0.989 -0.388 -1.763
C -0.0990 -0.3183 0.7380 1.071 0.365 0.026
H 0.1029 1.0860 -2.2396 -0.330 -0.008 0.971
H -1.6593 2.2637 -0.4166 0.042 -0.231 0.101
H 1.5877 -1.6116 -0.2355 -0.107 0.166 -0.498



11
Properties=species:S:1:pos:R:3:forces:R:3 method="wB97M-V/def2-TZVPD" smiles="O=C1COC(=O)N1O" e_homo_ha=-0.3875 lumo_energy_ev=0.398 homo_lumo_gap_ev=10.94
O -2.2276 0.1998 -0.0449 -0.347 1.976 0.406
O -0.2877 1.5915 -0.1186 -0.493 1.533 0.038
O -0.7235 -1.7162 0.2484 0.445 -3.151 -3.214
O 2.1157 -0.9115 -0.1276 2.418 -2.870 0.149
N -0.1434 -0.5356 -0.0997 -1.733 -2.513 1.125
C 1.1726 1.3441 0.1337 -1.502 -1.604 2.107
C 1.1491 -0.2927 0.0473 0.381 5.837 -0.141
C -1.0724 0.4629 -0.0055 2.212 0.883 -1.472
H 1.9790 1.7445 -0.5114 -1.357 0.000 -0.451
H 1.3457 1.8113 1.1707 -0.127 -1.150 -1.387
H -0.8322 -2.2013 -0.6723 0.103 1.059 2.839



9
Properties=species:S:1:pos:R:3:forces:R:3 method="wB97M-V/def2-TZVPD" e_homo_ha="-0.3093 / -0.3078" lumo_energy_ev="-1.762 / -1.832" homo_lumo_gap_ev="6.65 / 6.54"
S -0.0995 -1.9844 -0.8976 0.240 2.264 1.045
O 1.2562 -0.5435 2.3069 -0.508 -1.199 -0.005
N -1.0365 -0.5926 -1.3386 -1.183 3.004 -0.550
C 0.3164 0.2006 0.2571 1.725 -3.304 0.350
C 1.1623 0.2632 1.4131 -0.564 -0.652 0.601
C -0.6632 0.4712 -0.5713 -0.930 -1.509 -1.151
H -1.1288 1.4277 -0.5722 -0.618 0.667 -0.389
H -1.6348 -0.3023 -2.1495 0.978 -1.461 0.778
H 1.8279 1.0602 1.5521 0.860 2.190 -0.678



9
Properties=species:S:1:pos:R:3:forces:R:3 method="wB97M-V/def2-TZVPD" smiles="CSC(=O)C#N" e_homo_ha=-0.3770 lumo_energy_ev=-0.329 homo_lumo_gap_ev=9.93
S -0.6956 -1.6812 -0.5316 -0.368 0.572 -0.019
O -2.7492 -0.2747 0.3971 -0.832 -1.222 -0.806
N -3.2463 -3.7649 0.4607 -0.614 -1.968 0.469
C 0.0259 -0.3813 0.5160 0.202 0.311 -0.990
C -2.3837 -1.2990 -0.1040 0.596 -1.903 0.875
C -3.0578 -2.7531 -0.0161 0.717 4.373 -0.542
H -0.8497 0.0224 1.0033 0.285 0.464 0.283
H 0.6502 -0.9082 1.2160 0.432 0.095 0.234
H 0.5666 0.4029 -0.0627 -0.416 -0.721 0.498



10
Properties=species:S:1:pos:R:3:forces:R:3 method="wB97M-V/def2-TZVPD" smiles="S=C1ON=C[C@H]1S" e_homo_ha=-0.3415 lumo_energy_ev=-0.613 homo_lumo_gap_ev=8.68
S -0.5563 1.9219 0.0223 0.024 -0.047 -0.390
S -0.5438 -0.7303 -2.4477 0.477 0.042 0.879
O 1.2226 -1.2432 -0.5709 0.054 -0.628 -0.767
N 1.4785 -1.0348 0.7739 0.881 0.287 1.025
C 0.0994 -0.6302 -0.9434 -0.808 -0.353 -1.963
C 0.6169 -0.2355 1.2416 0.045 0.516 1.293
C -0.4298 0.0889 0.2140 -1.024 1.361 1.706
H -1.4271 -0.2402 0.5745 0.583 -0.112 -0.519
H -1.2060 1.9580 -1.1760 0.240 -0.340 0.482
H 0.7455 0.1455 2.3118 -0.473 -0.727 -1.747



10
Properties=species:S:1:pos:R:3:forces:R:3 method="wB97M-V/def2-TZVPD" e_homo_ha="-0.2866 / -0.2654" lumo_energy_ev="-0.239 / -0.244" homo_lumo_gap_ev="7.56 / 6.98"
S -0.6612 2.8215 -0.2693 0.865 0.029 0.217
S 0.5716 -2.3034 -1.9914 -0.367 0.148 0.184
O -0.3159 -1.2184 0.3097 0.477 -2.715 -1.423
N 1.1699 0.8215 -0.6965 2.284 -0.322 0.955
C 0.5242 1.7737 -0.3691 -2.312 0.995 -0.555
C -0.9271 -0.4207 1.0885 -0.648 -0.280 3.141
C 0.3841 -1.4422 -0.6753 0.990 -0.333 -0.587
H 1.9333 0.4543 -0.1067 -0.440 0.197 -0.743
H -1.2935 -0.8914 1.9871 0.280 0.010 0.119
H -1.3855 0.4050 0.7227 -1.130 2.271 -1.307



8
Properties=species:S:1:pos:R:3:forces:R:3 method="wB97M-V/def2-TZVPD" smiles=C#CC#N.S e_homo_ha=-0.3605 lumo_energy_ev=0.009 homo_lumo_gap_ev=9.82
S -0.1978 -2.3919 0.7334 -2.398 -2.322 -0.019
N 1.1403 1.4788 1.6187 0.033 0.066 0.039
C -0.1990 1.3467 -0.5151 -1.901 0.109 -2.392
C 0.5314 1.4583 0.6427 0.164 0.029 0.203
C -0.9124 1.2562 -1.5086 2.652 0.000 3.497
H -1.3797 0.8372 -2.3257 -0.950 -0.151 -1.376
H 0.0319 -1.1633 0.9094 0.964 2.250 0.296
H 0.9855 -2.8218 0.4453 1.436 0.019 -0.248



8
Properties=species:S:1:pos:R:3:forces:R:3 method="wB97M-V/def2-TZVPD" smiles="C#CCN=S" e_homo_ha="-0.3178 / -0.3179" lumo_energy_ev="-1.399 / -1.414" homo_lumo_gap_ev="7.25 / 7.24"
S 2.9584 -0.1593 0.1268 -1.943 0.060 -0.146
N 1.4635 0.3113 -0.1179 2.348 0.835 -0.301
C 0.3065 -0.5165 -0.0128 1.282 -2.712 -2.505
C -1.8673 0.9448 0.0319 1.310 -0.773 0.357
C -0.8620 0.2770 0.0657 -2.441 1.247 -0.153
H 0.4523 -1.2058 0.8006 -0.304 -0.523 0.473
H -2.7124 1.5661 0.1332 -0.362 0.196 -0.103
H 0.2610 -1.2177 -1.0275 0.111 1.671 2.378



8
Properties=species:S:1:pos:R:3:forces:R:3 method="wB97M-V/def2-TZVPD" e_homo_ha=-0.3318 lumo_energy_ev=0.235 homo_lumo_gap_ev=9.26
S 0.3491 0.7544 -2.1008 0.073 0.634 0.902
N -0.7990 -0.3041 -1.5222 0.152 -0.534 0.925
C 0.0281 -0.2376 0.7830 -0.457 -0.014 -0.653
C 0.7884 0.2014 1.6125 -0.609 -0.699 0.244
C -0.8657 -0.6976 -0.2953 1.848 1.753 -0.739
H 0.7798 1.3342 -0.9086 -0.111 -0.460 -0.847
H 1.3112 0.3742 2.5326 0.110 0.251 -0.432
H -1.5919 -1.4248 -0.1012 -1.006 -0.931 0.599



9
Properties=species:S:1:pos:R:3:forces:R:3 method="wB97M-V/def2-TZVPD" e_homo_ha="-0.3194 / -0.3273" lumo_energy_ev="-1.717 / -1.786" homo_lumo_gap_ev="6.97 / 7.12"
S 0.6522 -0.3011 0.8086 -0.669 -0.334 0.414
S 2.6182 -1.0780 -0.3471 -0.120 -0.513 0.959
N -3.1981 -0.8279 -0.5370 -0.250 -0.208 -0.278
C -2.1557 -0.4807 -0.1921 0.726 0.304 0.563
C -0.9972 0.0623 0.3890 2.260 0.301 -0.438
C 0.0099 1.1164 -0.0524 -2.144 0.848 -1.876
H 3.0675 -1.9215 0.7086 -0.888 1.111 -1.128
H 0.1118 1.3173 -1.1602 0.535 -1.007 1.028
H -0.1086 2.1133 0.3825 0.550 -0.501 0.756



9
Properties=species:S:1:pos:R:3:forces:R:3 method="wB97M-V/def2-TZVPD" smiles="N#CC(=S)CS" e_homo_ha=-0.3497 lumo_energy_ev=-1.554 homo_lumo_gap_ev=7.96
S -1.6474 -0.0301 -0.6443 0.622 -1.206 1.251
S 2.0864 -0.6009 -0.6013 0.961 -0.513 -0.299
N 0.5518 2.7730 -0.3666 2.045 -8.917 3.550
C -0.3924 -0.6726 0.7455 2.289 0.440 -4.783
C 0.9159 0.1527 0.1518 -2.631 0.054 1.558
C 0.7951 1.6046 0.0450 -2.040 8.345 -3.345
H -0.8338 -0.4219 1.6803 0.118 0.040 0.743
H -0.0082 -1.7317 0.4713 -1.401 1.577 1.106
H -1.4675 -1.0730 -1.4817 0.037 0.179 0.218



9
Properties=species:S:1:pos:R:3:forces:R:3 method="wB97M-V/def2-TZVPD" smiles="N#CC(=S)CS" e_homo_ha="-0.3551 / -0.3549" lumo_energy_ev="-2.353 / -2.359" homo_lumo_gap_ev="7.31 / 7.30"
S 1.5027 -1.1486 0.1503 -0.446 0.518 -0.483
S -0.6158 2.3635 -0.2713 0.196 -5.666 0.769
N -1.4098 -0.4688 2.1569 -0.187 -0.202 0.819
C -0.9239 -0.0160 1.2242 -0.770 -0.023 -0.568
C 0.2206 -0.3495 -0.9660 -0.626 -1.775 -0.586
C -0.5068 0.4899 -0.0238 -0.006 6.726 -0.816
H 0.7693 0.2492 -1.7132 -0.807 -0.454 0.139
H -0.5648 -1.1380 -1.4019 2.063 1.438 0.742
H 1.5284 0.0183 0.8448 0.581 -0.561 -0.016



9
Properties=species:S:1:pos:R:3:forces:R:3 method="wB97M-V/def2-TZVPD" smiles="S=C1CC=NS1" e_homo_ha=-0.3217 lumo_energy_ev=-0.637 homo_lumo_gap_ev=8.12
S -0.8351 1.1949 2.2945 0.139 -0.647 -0.072
S 1.7992 0.5559 0.8625 -3.006 -1.107 -0.433
N 1.5866 -0.0033 -0.7338 0.890 0.026 0.007
C 0.3903 -0.2891 -1.0235 0.695 -0.083 -4.125
C -0.0846 0.3782 1.1074 1.358 2.877 2.113
C -0.7079 -0.1650 -0.0840 0.745 -4.326 0.719
H 0.2032 -0.5848 -2.1346 0.224 0.306 2.060
H -1.5724 0.3670 -0.4785 -0.252 -0.601 0.413
H -0.7792 -1.4539 0.1899 -0.793 3.556 -0.682



9
Properties=species:S:1:pos:R:3:forces:R:3 method="wB97M-V/def2-TZVPD" smiles="S=C1CS1.C#N" e_homo_ha=-0.3265 lumo_energy_ev=-0.422 homo_lumo_gap_ev=8.46
S -0.3876 1.3406 1.0267 -0.720 -0.144 -0.648
S 2.2166 0.0892 -0.1055 0.090 -0.312 0.013
N -0.9894 -1.8318 0.0666 -1.187 0.385 -1.017
C -0.3692 -1.7208 1.0139 0.970 -1.801 0.555
C 0.7056 0.6134 -0.0578 1.483 -0.061 0.106
C -0.3477 1.0657 -0.9014 -0.717 1.119 0.429
H 0.3492 -2.1224 1.7020 -0.074 0.817 0.448
H -0.1008 2.0575 -1.2386 -0.182 0.142 -0.747
H -1.0768 0.5086 -1.5058 0.336 -0.145 0.861



9
Properties=species:S:1:pos:R:3:forces:R:3 method="wB97M-V/def2-TZVPD" e_homo_ha=-0.2959 lumo_energy_ev=-1.091 homo_lumo_gap_ev=6.96
Na -2.3618 0.3274 1.2910 0.429 0.141 -0.496
O -0.7875 1.6534 0.1680 0.377 1.348 -0.218
O -0.6417 0.9201 -2.1172 0.943 2.090 2.562
C 0.9321 -0.7520 0.3038 -0.153 -1.618 0.370
C -0.4797 0.9591 -0.8672 -2.429 -3.876 -2.519
C -0.4219 -0.2872 -0.0854 0.533 1.042 0.380
H 0.7442 -1.7963 0.6268 0.653 0.340 0.066
H 1.3355 -0.2326 1.1840 -0.137 0.098 -0.276
H 1.6808 -0.7920 -0.5038 -0.216 0.435 0.131



9
Properties=species:S:1:pos:R:3:forces:R:3 method="wB97M-V/def2-TZVPD" e_homo_ha="-0.3665 / -0.3637" lumo_energy_ev="-3.450 / -2.344" homo_lumo_gap_ev="6.52 / 7.55"
P 0.8971 2.3604 -2.1042 1.568 0.971 1.350
O -0.0541 1.4766 0.2967 0.454 1.005 -0.586
O -0.1989 2.3347 -3.0429 -1.430 -0.396 -1.185
C -0.2426 0.1558 0.2673 -0.761 -1.424 0.982
C 1.9910 0.9469 -2.4127 -1.265 1.465 0.301
C 2.5376 -0.0989 -2.6242 1.115 -1.874 -0.340
H -0.6892 -0.1932 1.2115 0.070 -0.187 -0.164
H -0.9068 -0.1498 -0.5644 0.296 0.172 -0.115
H 0.7087 -0.3922 0.1184 -0.047 0.268 -0.242



10
Properties=species:S:1:pos:R:3:forces:R:3 method="wB97M-V/def2-TZVPD" smiles="C=CP=O.O=C=O" e_homo_ha=-0.3384 lumo_energy_ev=-0.840 homo_lumo_gap_ev=8.37
P -1.6808 0.1854 -0.8463 0.272 -0.441 0.796
O -2.1541 0.8797 0.3856 0.622 -0.463 -0.540
O 0.5999 1.7029 -1.4180 -1.659 -0.213 -2.867
O 1.6409 2.0285 0.5696 0.974 0.539 2.336
C 1.0832 1.8971 -0.4100 0.789 -0.208 0.543
C 0.2097 -1.2294 0.8010 -1.223 0.957 -0.150
C -0.2575 -1.0538 -0.4428 -2.623 0.544 -0.236
H 0.9655 -1.9246 0.9495 1.240 -1.505 0.455
H -0.2559 -1.7495 -1.3394 1.245 0.729 1.234
H -0.1509 -0.7363 1.7507 0.362 0.059 -1.571



10
Properties=species:S:1:pos:R:3:forces:R:3 method="wB97M-V/def2-TZVPD" smiles="C=CP=O.O=C=O" e_homo_ha=-0.3450 lumo_energy_ev=-1.142 homo_lumo_gap_ev=8.25
P -0.1253 2.0903 0.4339 -0.163 0.309 -0.083
O 1.7938 -0.1606 -0.7163 1.624 -2.231 -1.219
O 2.3922 -1.9836 0.5773 0.574 -0.593 0.279
O 1.0802 1.2755 0.7023 -0.876 1.234 1.550
C 2.1653 -1.0818 -0.1070 -1.248 1.388 -0.610
C -1.2762 -0.4233 0.0298 0.626 3.960 -1.252
C -1.4240 0.9313 -0.1235 0.184 -2.040 1.576
H -2.4012 1.2573 -0.4628 0.192 0.339 -0.423
H -0.4098 -0.9185 0.3014 1.719 -0.363 1.318
H -1.7950 -0.9865 -0.6350 -2.633 -2.002 -1.136



10
Properties=species:S:1:pos:R:3:forces:R:3 method="wB97M-V/def2-TZVPD" s2=8.76 e_homo_ha="-0.4117 / -0.5766" lumo_energy_ev="-6.297 / -9.558" homo_lumo_gap_ev="4.91 / 6.13" total_charge=+1 spin_multiplicity=6
Rh 2.8578 0.5106 0.2101 3.473 2.143 0.438
O -0.1106 -1.7352 -0.0834 0.212 1.188 -0.763
O 0.7772 0.3440 -0.1003 -2.971 2.976 -0.536
O 2.1097 -1.3470 0.1324 -0.846 -0.898 -1.019
C 0.9074 -1.0629 -0.1112 -1.582 -3.008 2.586
C -1.5540 0.3943 0.3116 -1.043 -0.877 1.081
C -0.4650 0.9763 -0.2367 2.799 -2.447 -2.477
H -2.4796 0.3958 -0.2631 -0.052 0.164 0.298
H -1.5426 0.0330 1.3402 -0.072 -0.224 -0.243
H -0.5002 1.4911 -1.1996 0.082 0.984 0.634



10
Properties=species:S:1:pos:R:3:forces:R:3 method="wB97M-V/def2-TZVPD" smiles="COC(=O)C([O-])=S" e_homo_ha=-0.1330 lumo_energy_ev=3.672 homo_lumo_gap_ev=7.29 total_charge=-1
S 2.4050 -1.2822 0.1809 1.172 -2.256 0.462
O -0.3710 0.2352 0.5152 0.945 -0.478 1.238
O 2.7027 1.3258 0.4410 0.181 0.824 0.193
O 0.4112 0.3163 -1.6341 -0.331 -0.107 0.846
C 0.6327 0.2842 -0.4393 -0.456 1.051 -0.670
C 2.0773 0.3263 0.1723 -1.862 0.358 -0.633
C -1.6803 -0.1960 0.2774 -0.493 -1.202 -3.892
H -2.3272 -0.0788 1.1224 0.077 0.653 0.670
H -2.0267 0.4253 -0.6375 -0.108 -1.196 1.424
H -1.8236 -1.3561 0.0017 0.875 2.353 0.362



Record-wise E_tot values, in eV: -10790.08487, -12836.96758, -17527.56324, -17530.79045, -28365.28314, -28361.89671, -15481.83248, -15480.58370, -15481.83103, -26315.93603, -26317.20629, -26317.28855, -26317.87804, -26317.27103, -11668.09409, -16535.24728, -18589.96792, -18589.31459, -12294.31096, -20138.19178
Record-wise ΔE to the lowest compared entry with this formula, charge and spin values, in kcal/mol: 60.3, 77.4, 100.9, 26.5, 58.8, 136.9, 44.4, 73.2, 44.4, 77.3, 48.0, 46.1, 32.5, 46.5, 74.6, 170.4, 21.0, 36.1, 20.3, 6.5